# 1
This record from the Open Molecules 2025 dataset describes a structure of composition C2H3BrClFIN. The level of theory is ωB97M-V/def2-TZVPD.

Results
E = -3564.4946 hartree
Gap between HOMO and LUMO = 9.634 eV
ΔE to the lowest compared entry with this formula, charge and spin = 4.4 kcal/mol
Strongest force on any atom = 2.5 eV/A

CARTESIAN COORDINATES (ANGSTROEM)
I 1.2659 3.1701 -0.2482
Br 0.1996 1.3933 2.4184
Cl -1.0737 -1.2724 0.6015
F -2.0920 2.2852 -0.1432
N 1.0778 0.2871 -0.0276
C 0.7160 -1.1103 0.1819
C 0.8716 1.3304 0.6129
H 0.8360 -1.7891 -0.6537
H -2.6477 2.9217 0.2815
H 1.2939 -1.4595 1.0707

=====

# 2
This record from the Open Molecules 2025 dataset describes a cluster of 2 separate species, C29H50BFINO12Si in total. The level of theory is ωB97M-V/def2-TZVPD.

Results
E = -2804.6619 hartree
Gap between HOMO and LUMO = 5.930 eV
Strongest force on any atom = 2.4 eV/A

CARTESIAN COORDINATES (ANGSTROEM)
I 1.0131 -2.9681 -3.5046
Si 5.2872 -0.7967 0.9622
F -2.2304 3.9545 -1.8243
O 1.3297 0.4048 -4.3492
O 3.6611 -0.5319 0.4605
O -5.8324 -4.5913 6.4819
O -7.7703 -0.6649 5.9407
O -9.2748 0.9786 6.2013
O -9.2307 -2.2339 4.9486
O -7.4446 -3.0336 6.3943
O -11.0699 -0.9494 4.9823
O -2.0424 -4.1099 0.6724
O -5.1665 -3.5467 3.8547
O -6.8991 -2.1878 4.2560
O -0.2275 2.5812 -3.2549
N -0.7641 0.9107 -1.8600
C 4.3079 -2.3634 -3.1264
C -9.9042 -1.1161 5.2166
C 3.3403 6.0374 -2.5725
C -1.1041 4.2640 -1.0745
C 6.4659 -1.2820 -0.4665
C -2.2173 -0.3166 -0.1461
C -6.0600 -3.1669 4.5675
C 1.5493 1.3651 -1.9820
C -3.1610 -3.4961 1.3365
C 3.0756 3.5335 -1.7669
C 6.0722 0.7455 1.8116
C -6.4006 -3.7003 5.9106
C 5.2348 -2.1755 2.2934
C -2.1268 0.7780 -1.3068
C 3.4231 -1.1428 -3.6293
C 3.5559 0.5496 -0.4895
C 2.0071 0.8901 -0.5419
C -0.2298 -0.1391 -2.3969
C -0.1935 3.0353 -0.7460
C 2.6043 2.3153 -2.6507
C 2.3458 4.8997 -2.0734
C -3.0451 0.2154 1.0843
C 2.0764 -1.1778 -2.7825
C 1.2171 0.1322 -2.9427
C -2.7949 -2.1760 2.1183
C -8.9861 -0.1298 5.8402
C -3.7884 -0.9871 1.7627
C -2.4554 -4.8482 -0.4739
C 0.1355 2.1029 -1.9629
B -7.8379 -2.0297 5.3862
H -2.5481 1.7147 -0.8887
H 4.2752 6.0803 -1.9785
H -0.8592 -1.0513 -2.3784
H 3.9645 0.2567 -1.4818
H 6.0187 -2.9530 2.1463
H -4.5904 -1.3855 1.0893
H 2.7618 6.9954 -2.5474
H -2.8176 0.4640 -2.1282
H 5.3923 -2.1579 -3.2933
H 1.8577 1.6858 0.2257
H -2.4043 0.8033 1.7806
H 1.8242 5.2649 -1.1486
H -1.4793 4.6548 -0.0936
H -3.5643 -4.2256 2.0865
H -3.9547 -3.3353 0.5572
H 7.4911 -0.9064 -0.2209
H 2.3669 -1.4249 -1.7383
H 5.3142 -1.6722 3.2853
H 6.5446 -2.4001 -0.4443
H 4.1883 -2.5246 -2.0218
H 5.7754 0.8135 2.8815
H 3.2283 -1.2396 -4.7193
H -4.3226 -0.6009 2.6638
H -1.7280 -1.8659 1.9867
H 3.0340 3.3625 -0.6680
H 5.8762 1.6774 1.2326
H -3.4947 -5.2462 -0.3957
H -3.8161 0.9132 0.6625
H 1.5781 4.8101 -2.8854
H -2.7566 -1.1905 -0.5983
H -1.2007 -0.6869 0.1299
H 3.5278 5.8086 -3.6532
H 4.1590 3.7004 -2.0101
H 3.5259 1.7409 -2.9184
H 4.0233 -3.3101 -3.6471
H -2.9383 -2.3581 3.2109
H 0.0202 3.5109 -3.3404
H 4.1110 1.4273 -0.0802
H -1.7890 -5.7320 -0.6356
H -0.5968 2.4826 0.1404
H 6.1190 -0.9454 -1.4706
H -2.3208 -4.1843 -1.3717
H 7.1784 0.5693 1.7697
H 0.4176 0.3846 -4.6719
H 0.7835 3.4582 -0.3921
H -0.4904 5.0900 -1.5047
H 4.0041 -0.2070 -3.4669
H 2.2406 2.7444 -3.6181
H 1.3931 0.0189 -0.2004
H 4.2322 -2.6614 2.2048

=====

# 3
This record from the Open Molecules 2025 dataset describes a structure of composition C2H18O8Sr. The level of theory is ωB97M-V/def2-TZVPD.

Results
E = -719.2532 hartree
Gap between HOMO and LUMO = 11.116 eV
Total charge = +2
ΔE to the lowest compared entry with this formula, charge and spin = 0.0 kcal/mol
Strongest force on any atom = 1.5 eV/A

CARTESIAN COORDINATES (ANGSTROEM)
Sr 0.1598 0.2247 -0.6799
O 1.3175 -0.2135 1.7500
O -1.1989 0.9813 1.2070
O -1.5122 1.7490 -1.8597
O 1.6039 2.3120 0.0269
O 0.2628 -2.4029 -0.2337
O 0.0352 -0.8821 -2.9542
O 2.5894 -0.4920 -1.2584
O -2.2710 -0.9164 -0.6152
C 0.4089 0.1050 2.7881
C -1.0184 0.1120 2.3346
H -2.4577 1.6949 -1.7206
H -1.4195 2.1473 -2.7252
H -2.8602 -1.1096 0.1139
H -1.6734 0.4348 3.1439
H -1.6019 1.7649 1.5880
H 0.7025 -1.0781 -3.6120
H -2.7896 -1.1012 -1.3983
H 2.4904 2.3750 0.3824
H -0.1231 -2.7302 -1.0462
H 1.2690 3.2081 0.0569
H 0.4136 -0.6100 3.6108
H 0.5894 -3.1859 0.2094
H -1.1922 -0.9225 2.0384
H -0.7805 -0.8199 -3.4511
H 2.0703 -0.6959 2.0995
H 0.7115 1.0936 3.1333
H 3.0129 -1.2318 -1.6937
H 3.2614 0.1893 -1.2349

=====

# 4
This record from the Open Molecules 2025 dataset describes an isolated molecule of C20H20FN3O5S2. The level of theory is ωB97M-V/def2-TZVPD.

Results
E = -2210.8410 hartree
Gap between HOMO and LUMO = 8.784 eV
ΔE to the lowest compared entry with this formula, charge and spin = 0.0 kcal/mol
SMILES = O=C(CN(Cc1cccs1)C(=O)CNS(=O)(=O)c1ccc(F)cc1)NCc1ccco1
Strongest force on any atom = 1.0 eV/A

CARTESIAN COORDINATES (ANGSTROEM)
S 1.7675 0.3404 0.7650
S -2.0109 -1.9603 0.7260
F 6.7899 -2.2837 2.2367
O 1.5112 -2.4759 -1.2968
O 1.6706 1.5698 1.4928
O 0.6700 -0.5776 0.8314
O -2.6667 1.7467 2.2169
O -0.4343 2.5410 -2.3390
N -0.0623 -1.0516 -2.0595
N 1.9473 0.7840 -0.8332
N -1.0050 1.2458 -0.5743
C -1.0995 -2.0729 -1.9217
C 5.6303 -1.6918 1.9032
C -1.2207 2.3532 0.3424
C 2.2443 -0.2592 -1.7875
C -3.8112 2.5762 0.5036
C 4.6008 -2.4707 1.4007
C -3.5427 -1.2467 1.0255
C -4.7222 2.2469 1.5359
C 1.1915 -1.3655 -1.6808
C -2.1781 -1.6711 -0.9733
C -2.5695 2.2555 0.9712
C -4.1417 -0.8050 -0.1102
C -3.3580 -1.0481 -1.2571
C 3.2850 -0.4890 1.2225
C -0.4396 0.1857 -2.6966
C 3.4079 -1.8560 1.0579
C -0.5874 1.4490 -1.8294
C 5.5101 -0.3213 2.0758
C 4.3157 0.2832 1.7263
C -3.9663 1.7484 2.5504
H 4.7376 -3.5337 1.2847
H -1.1403 3.2673 -0.2514
H -3.9135 -1.1945 2.0296
H -1.5294 -2.2710 -2.9105
H 4.1602 1.3426 1.8545
H -0.5940 -2.9726 -1.5629
H 6.3358 0.2446 2.4764
H -0.8941 0.3328 -0.1532
H -5.7858 2.3697 1.5232
H 3.2207 -0.7303 -1.5988
H -0.4514 2.3450 1.1199
H 0.2573 0.4387 -3.5021
H -5.1031 -0.3255 -0.1324
H 2.4975 1.6226 -0.9299
H 2.5818 -2.4207 0.6547
H -1.4207 0.0327 -3.1560
H -3.6692 -0.7833 -2.2524
H -4.2250 1.3844 3.5251
H -4.0410 2.9992 -0.4524
H 2.2508 0.1724 -2.7911

=====

# 5
This record from the Open Molecules 2025 dataset describes a cluster of 5 separate species, C14H37FO17PS5 in total. The level of theory is ωB97M-V/def2-TZVPD.

Results
E = -4266.3480 hartree
Gap between HOMO and LUMO = 5.492 eV
Total charge = +1
Strongest force on any atom = 10.9 eV/A

CARTESIAN COORDINATES (ANGSTROEM)
S -1.0635 -8.5967 7.8745
S -2.8869 0.9888 -0.4925
S -1.9635 4.8783 -5.6005
S 3.0284 4.1560 -4.5621
S 1.8010 -2.5458 4.8810
P -1.4492 2.5809 -0.3838
F -3.4479 0.9573 -2.1492
O -4.1848 1.2969 0.3510
O -1.3265 3.4714 -1.8935
O 2.3842 3.6971 -3.3509
O -0.2649 -8.7323 6.6761
O 2.9710 -2.0065 4.2233
O 1.8719 0.0634 0.0876
O 3.8030 2.8987 -5.2519
O -2.3606 -7.6690 7.5372
O -0.4941 -8.1688 9.1352
O 1.0196 -3.5259 3.8390
O 3.8992 5.3126 -4.5805
O -1.3941 5.3062 -4.3398
O 0.7230 0.4522 -2.0016
O 0.8330 -1.6995 5.5468
O -3.2606 5.8060 -5.9378
O -2.3699 -0.3930 -0.0249
O -1.1649 4.7427 -6.7989
C 0.9639 0.8133 -0.5957
C 4.9828 1.7298 -3.4833
C 0.2848 2.0605 0.2241
C 0.1519 -2.9448 2.8767
C -2.4661 7.7035 -7.2239
C 1.7883 4.3648 -5.8154
C 5.0865 2.5375 -4.7632
C -2.2076 -6.2572 7.5371
C -1.9428 -10.1159 8.1405
C 0.9291 -2.3733 1.7061
C -1.5661 -5.7715 6.2511
C -2.8428 3.3591 -5.3345
C -3.1076 7.2178 -5.9379
C 2.3239 -3.8053 6.0177
H 5.7149 3.4233 -4.6222
H -1.4248 7.3751 -7.2916
H -3.4153 3.1195 -6.2331
H 5.5613 1.9245 -5.5355
H -1.5809 -4.6788 6.2010
H -1.2097 -10.9017 8.3354
H 2.2747 4.6416 -6.7523
H 2.9185 -4.5450 5.4773
H 1.4420 -4.2668 6.4653
H -2.5153 -10.3555 7.2419
H -2.0898 -6.1751 5.3787
H 2.9323 -3.3318 6.7913
H -2.6023 -9.9973 9.0019
H 1.0226 2.9850 0.1182
H -1.6395 -5.9253 8.4126
H 1.5734 0.0002 -2.3288
H -4.1105 7.6476 -5.8539
H 4.6054 2.3444 -2.6607
H 0.1596 1.7054 1.3480
H -2.1097 2.5733 -5.1396
H -3.5023 3.4777 -4.4731
H -2.5395 7.5497 -5.0624
H -0.5039 -3.7429 2.5151
H 0.2498 -2.0559 0.9096
H -0.3750 3.7053 -2.1076
H 1.2353 3.4295 -5.9253
H -2.9898 7.2999 -8.0963
H -2.4809 8.7962 -7.2740
H 4.2881 0.8930 -3.6068
H 1.5201 -1.5055 2.0134
H -1.9699 3.5265 0.6128
H -0.4881 -2.1840 3.3360
H 1.1131 5.1609 -5.4942
H 5.9624 1.3392 -3.1929
H -3.2105 -5.8274 7.6211
H -0.5248 -6.0999 6.1834
H 1.6276 -3.1142 1.3042

=====

# 6
This record from the Open Molecules 2025 dataset describes the ion C6H9N2 with charge +1. The level of theory is ωB97M-V/def2-TZVPD.

Results
E = -343.0894 hartree
Gap between HOMO and LUMO = 8.514 eV
Total charge = +1
ΔE to the lowest compared entry with this formula, charge and spin = 145.7 kcal/mol
Strongest force on any atom = 3.8 eV/A

CARTESIAN COORDINATES (ANGSTROEM)
N -1.7114 -0.5877 0.6873
N -0.9772 0.2445 -1.2177
C -0.8951 1.1917 -0.3313
C -1.0145 -0.9498 -0.4268
C -1.6763 0.6944 0.7801
C 1.1586 -0.0070 0.5670
C 1.3163 1.3477 -0.0579
C 0.5165 -1.1996 -0.1525
H -1.1875 -1.8485 -0.9351
H 0.5074 -1.9935 0.6860
H 0.4541 0.1003 1.4164
H 1.5167 2.1362 0.6168
H 1.6039 1.4879 -1.0778
H 0.9039 -1.6544 -1.0057
H -0.5561 0.3355 -2.0648
H 2.1323 -0.4659 0.8118
H -2.0915 1.1681 1.7043

=====

# 7
This record from the Open Molecules 2025 dataset describes the ion C5H2N with charge +1. The level of theory is ωB97M-V/def2-TZVPD.

Results
E = -245.8354 hartree
Gap between HOMO and LUMO (spin up / spin down) = 7.601 / 7.598 eV
Total charge = +1
ΔE to the lowest compared entry with this formula, charge and spin = 74.4 kcal/mol
Strongest force on any atom = 3.6 eV/A

CARTESIAN COORDINATES (ANGSTROEM)
N 0.1180 -1.6070 -0.1013
C -0.9327 -0.6741 -1.6403
C 0.4643 -0.6469 0.5829
C -1.0218 0.5547 -1.5920
C 0.1835 0.7899 0.5584
C -0.3674 1.1158 -0.5818
H 1.1690 -0.9358 1.4502
H 0.3872 1.4034 1.3239

=====

# 8
This record from the Open Molecules 2025 dataset describes a structure of composition C30H55BCdN6S3SbSeSi. The level of theory is ωB97M-V/def2-TZVPD.

Results
E = -5823.3293 hartree
Gap between HOMO and LUMO (spin up / spin down) = 5.602 / 5.674 eV
Total charge = -2
ΔE to the lowest compared entry with this formula, charge and spin = 0.0 kcal/mol
Strongest force on any atom = 1.1 eV/A
<S²> = 0.760
2S+1 = 2

CARTESIAN COORDINATES (ANGSTROEM)
Sb 7.5944 7.0322 13.2845
Cd 9.7546 9.8002 11.6484
Se 9.2756 13.0233 9.1550
S 8.4781 7.8427 11.1437
S 8.1498 8.6156 14.8707
S 5.5079 6.1816 12.8952
Si 7.9476 14.2964 7.9474
N 12.1780 11.7878 10.8963
N 12.2948 10.9090 13.2987
N 11.4473 10.7736 10.3077
N 11.5991 9.7736 13.0948
N 10.5893 12.7308 12.6743
N 9.5004 11.9635 12.4814
C 14.2200 13.2332 10.2560
C 13.0377 9.4371 14.7504
C 10.9108 16.1788 12.2797
C 13.6058 14.6163 10.4290
C 15.2122 11.2875 15.5630
C 13.1896 12.7613 15.8279
C 11.9967 6.6733 12.7254
C 13.1760 12.1640 10.0544
C 6.2293 13.4757 7.7775
C 8.4336 12.6889 12.8180
C 7.6491 16.0181 8.6947
C 11.1556 15.1118 13.3504
C 10.3120 8.7213 8.6040
C 12.0471 8.8714 13.9471
C 13.1661 10.7491 14.3223
C 6.9984 12.2228 12.7896
C 11.4996 7.4888 13.9270
C 10.2264 13.9530 13.1051
C 15.3165 12.8896 11.2875
C 6.5392 12.0266 14.2340
C 10.9528 15.7355 14.7296
C 8.5493 14.6318 6.1608
C 13.9729 11.8689 14.8751
C 8.8504 13.9562 13.2518
C 6.7539 10.9740 11.9566
C 11.4100 9.6040 8.0619
C 13.0214 11.4536 8.8933
C 11.9367 10.6024 9.0844
C 10.9734 10.3353 6.7905
C 11.7536 6.7190 15.2238
B 12.0232 12.1512 12.3897
H 10.7182 9.6310 5.9784
H 9.0019 13.7677 5.6887
H 13.2335 14.7501 11.4186
H 6.7111 12.9376 14.8165
H 13.6273 11.6244 8.0141
H 15.7713 10.6435 14.8722
H 6.4256 13.0624 12.3609
H 6.8795 16.5856 8.1331
H 11.6714 16.5656 14.8698
H 12.8877 12.1919 16.7237
H 5.4847 11.7825 14.2623
H 12.2775 8.9846 7.7772
H 11.7678 10.9770 6.4274
H 15.8446 12.0911 15.9127
H 9.3305 15.4211 6.1499
H 14.7454 13.2179 9.2968
H 14.9485 12.9599 12.3094
H 15.6860 11.8709 11.1117
H 11.3195 5.7160 15.1524
H 11.4703 5.7168 12.6401
H 5.7056 10.7841 11.7712
H 7.0695 11.1942 14.7399
H 14.9357 10.6934 16.4268
H 9.9429 16.1374 14.8414
H 12.3093 13.2171 15.3878
H 8.5460 16.6490 8.7019
H 7.3232 15.9344 9.7357
H 5.8192 13.2979 8.7701
H 10.1161 10.9977 6.9998
H 8.2548 14.7726 13.5691
H 5.5501 14.0721 7.1589
H 11.3452 7.1963 16.1066
H 12.1894 14.7578 13.2554
H 7.2257 11.0729 10.9913
H 10.9353 15.7621 11.2730
H 9.9364 16.6484 12.3952
H 16.1649 13.5686 11.1743
H 13.8421 13.5754 16.1697
H 11.6942 16.9473 12.3249
H 12.8399 6.6505 15.3986
H 7.7302 14.9850 5.4951
H 6.3384 12.4885 7.3079
H 11.1207 15.0037 15.5438
H 7.1780 10.0991 12.4476
H 11.7991 7.1849 11.7806
H 13.0560 6.4285 12.8185
H 12.8190 12.9802 12.6558
H 14.2763 12.4573 14.0318
H 9.8668 8.0929 7.8393
H 10.6704 8.0073 9.3676
H 10.4144 7.6205 13.8415
H 12.8095 14.8380 9.7353
H 13.5870 8.9781 15.5697
H 9.4950 9.2821 9.0234
H 14.3823 15.3744 10.3020

=====

Question: Among the records above, which one has the highest E?
Answer: C5H2N

=====

Question: Which value of E does entry 6 give?
Answer: -343.0894 hartree

=====

Question: Number 8 is which compound?
Answer: C30H55BCdN6S3SbSeSi

=====

Question: E of number 7 (C5H2N)?
Answer: -245.8354 hartree